(1)
# C18H42Hg3N2O14

A structure of composition C18H42Hg3N2O14 (ωB97M-V/def2-TZVPD, the OMol25 dataset).

Geometry as XYZ:
```
79
Properties=species:S:1:pos:R:3:mulliken_charge:R:1
Hg -6.72 20.59 12.76 1.400
Hg -5.67 17.19 14.15 3.399
Hg -9.13 17.84 12.87 0.669
C -6.67 17.99 11.57 1.012
O -7.57 18.78 11.45 -1.212
O -5.68 18.41 12.18 -1.048
O -7.02 17.02 12.27 -0.902
C -7.65 19.25 15.01 0.967
O -7.78 18.02 14.86 -0.873
O -8.38 19.80 14.21 -0.912
O -6.46 19.57 14.83 -0.829
C -4.61 14.26 13.05 -0.193
C -5.92 13.84 13.70 -0.812
O -6.54 15.00 14.21 -0.388
O -3.88 15.16 13.83 -0.425
H -4.88 14.72 12.10 -0.001
H -3.99 13.40 12.77 0.552
H -5.82 13.10 14.50 0.364
H -6.46 13.46 12.83 0.380
H -7.21 15.19 13.55 0.139
H -3.15 15.49 13.29 0.405
C -5.83 13.90 8.99 -0.619
C -7.07 14.40 9.74 0.470
O -7.84 13.30 10.24 -0.598
O -4.67 14.77 9.44 -0.435
H -5.84 14.05 7.91 0.385
H -5.60 12.88 9.31 0.326
H -7.57 15.16 9.14 0.297
H -6.89 15.00 10.63 -0.487
H -8.60 13.52 10.78 0.321
H -3.96 14.50 8.85 0.264
C -6.44 24.89 7.93 -0.880
O -6.68 24.00 9.04 -0.317
C -6.27 22.71 8.64 -0.605
C -6.64 21.85 9.90 -1.049
N -5.72 21.83 11.01 0.089
C -4.33 21.38 10.75 -0.616
C -3.43 21.67 12.01 -0.939
O -4.19 21.05 13.16 0.036
C -3.60 21.63 14.40 -1.015
H -5.46 24.85 7.44 0.342
H -6.58 25.92 8.26 0.293
H -6.90 24.71 6.96 0.346
H -5.21 22.66 8.39 0.382
H -7.01 22.43 7.89 0.473
H -6.90 20.84 9.57 0.396
H -7.54 22.27 10.34 0.478
H -5.56 22.80 11.22 0.248
H -3.83 21.74 9.85 0.555
H -4.41 20.30 10.64 0.100
H -3.11 22.71 12.05 0.481
H -2.47 21.20 11.80 0.431
H -3.82 20.99 15.25 0.157
H -4.08 22.55 14.73 0.332
H -2.51 21.66 14.35 0.437
C -6.21 15.84 17.07 -1.046
O -5.30 16.36 16.15 -0.303
C -3.96 16.64 16.71 -0.931
C -3.46 17.98 16.22 -0.549
N -3.59 18.20 14.76 0.496
C -2.19 18.24 14.28 -1.413
C -2.23 18.20 12.74 0.072
O -2.51 16.89 12.31 -0.506
C -2.84 16.77 10.94 -0.671
H -7.23 15.97 16.71 0.238
H -6.18 16.31 18.05 0.447
H -6.13 14.76 17.12 0.274
H -3.18 15.94 16.40 0.212
H -3.92 16.74 17.79 0.622
H -2.48 18.14 16.68 0.490
H -4.09 18.70 16.75 0.242
H -3.87 19.16 14.60 -0.339
H -1.82 17.24 14.49 0.542
H -1.65 19.04 14.78 0.507
H -1.25 18.44 12.32 0.510
H -2.93 18.87 12.25 -0.447
H -3.75 17.28 10.62 0.130
H -2.92 15.70 10.79 0.189
H -2.01 17.15 10.34 0.468
```

**Multiplicity**: 2
**Total charge**: +1
**Highest occupied orbital energy (spin up / spin down)**: -9.9 / -10.7 eV
**Orbital gap (spin up / spin down)**: 6.4 / 6.5 eV
**E**: -63498.514 eV



(2)
# C18H42N4O4P

A cluster of 3 separate species, C18H42N4O4P in total (ωB97M-V/def2-TZVPD, the OMol25 dataset).

Geometry as XYZ:
```
69
Properties=species:S:1:pos:R:3:nbo_charge:R:1
N -5.09 -2.55 1.71 -1.125
P -5.39 -3.97 0.73 1.370
O -7.00 -3.87 0.27 -0.925
N -5.18 -5.28 1.99 -0.500
O -6.42 -5.62 2.60 -0.512
H -5.78 -2.58 2.46 0.372
H -5.25 -1.74 1.12 0.425
H -7.59 -3.78 1.03 0.500
H -4.67 -6.10 1.64 0.451
H -4.59 -4.87 2.74 0.442
H -6.33 -5.55 3.56 0.500
C 2.50 -2.99 1.15 -0.627
C 1.05 -3.07 0.62 0.095
C 0.66 -1.77 -0.10 -0.406
C 0.36 -0.61 0.83 -0.417
C -0.70 -1.01 1.85 -0.407
C -0.31 -2.28 2.63 0.101
N 0.11 -3.40 1.74 0.020
O -0.97 -3.92 1.21 -0.413
C 0.80 -1.92 3.63 -0.627
C -1.50 -2.69 3.52 -0.605
C 1.12 -4.18 -0.44 -0.599
H 2.96 -3.98 1.18 0.218
H 3.11 -2.37 0.50 0.217
H 2.60 -2.60 2.15 0.217
H -0.23 -1.95 -0.72 0.207
H 1.45 -1.48 -0.80 0.225
H 1.28 -0.28 1.32 0.200
H 0.00 0.24 0.24 0.240
H -0.87 -0.19 2.54 0.221
H -1.65 -1.17 1.33 0.201
H 1.24 -2.82 4.08 0.221
H 0.40 -1.32 4.45 0.218
H 1.60 -1.32 3.20 0.215
H -2.41 -2.85 2.95 0.202
H -1.71 -1.90 4.25 0.216
H -1.27 -3.60 4.08 0.213
H 1.33 -5.15 0.02 0.217
H 1.92 -3.97 -1.15 0.219
H 0.19 -4.27 -1.01 0.219
C 3.73 3.20 -1.82 -0.626
C 2.30 2.78 -2.22 0.095
C 2.06 3.01 -3.72 -0.413
C 1.83 4.47 -4.08 -0.402
C 0.70 5.05 -3.24 -0.418
C 0.94 4.87 -1.73 0.104
N 1.30 3.47 -1.37 0.005
O 0.20 2.76 -1.38 -0.385
C 2.04 5.86 -1.29 -0.626
C -0.31 5.35 -0.97 -0.602
C 2.30 1.26 -1.99 -0.597
H 4.10 2.61 -0.98 0.213
H 4.43 3.06 -2.65 0.214
H 3.83 4.24 -1.51 0.221
H 1.18 2.44 -4.04 0.209
H 2.90 2.62 -4.30 0.218
H 2.75 5.04 -3.95 0.199
H 1.57 4.55 -5.14 0.219
H 0.58 6.11 -3.47 0.221
H -0.24 4.56 -3.52 0.212
H 2.38 5.64 -0.28 0.219
H 1.67 6.88 -1.29 0.219
H 2.91 5.87 -1.96 0.207
H -1.21 4.82 -1.28 0.224
H -0.48 6.41 -1.16 0.212
H -0.18 5.22 0.11 0.216
H 2.41 1.02 -0.93 0.210
H 3.14 0.80 -2.52 0.214
H 1.40 0.77 -2.36 0.219
```

**Multiplicity**: 3
**Total charge**: +1
**Highest occupied orbital energy (spin up / spin down)**: -10.2 / -10.9 eV
**Orbital gap (spin up / spin down)**: 6.1 / 6.9 eV
**E**: -42774.822 eV



Taking the records one at a time from the top gives maximum force values of 10.5, 4.3 eV/A.